ORCA calculation (wB97M-V/def2-TZVPD) on a structure of composition C11H44BeN22O15S.

LUMO energy = -6.41 eV
2S+1 = 1
HOMO energy = -9.2 eV
Net charge = 0
Frontier orbital gap = 2.7880 eV
Maximum force = 0.1879 Eh/bohr
Relative energy (zero: lowest compared OMol25 entry of this formula, charge and spin) = 1916.52 kJ/mol

The geometry in XYZ format:
```
94
C11H44BeN22O15S | the Open Molecules 2025 dataset | wB97M-V/def2-TZVPD
Be 1.69408 4.17288 0.11250
S 0.56885 -0.04226 -0.48504
O -0.42649 1.00899 -0.26896
O 0.18909 -0.79242 -1.68497
O 1.81249 0.63930 -0.68467
O 0.64695 -0.82607 0.72963
C -0.89153 -5.31166 4.09344
O -1.54952 -6.25907 4.39994
N -0.08219 -4.64140 4.84838
N -0.85700 -4.82349 2.95166
H -0.16753 -4.96515 5.80127
H 0.53579 -3.94367 4.45932
H -1.29993 -5.42661 2.27331
H -0.28694 -4.05766 2.62205
C -4.79669 -4.49608 -0.88931
O -4.44569 -5.26929 -0.04821
N -4.06261 -3.63336 -1.42996
N -5.97874 -4.59071 -1.50236
H -3.18908 -3.33482 -1.02016
H -4.39447 -3.21205 -2.28580
H -6.10790 -4.09755 -2.37426
H -6.50070 -5.40416 -1.20918
C 5.55446 3.91328 3.00644
O 4.98188 3.58083 2.07484
N 5.32739 3.44147 4.21468
N 6.50201 4.77643 3.00611
H 4.50468 2.85627 4.24263
H 5.84936 3.80567 4.99890
H 7.04960 5.14005 2.23928
H 6.70948 4.98219 3.97292
C 0.28229 1.51230 5.19742
O 0.78824 2.15676 4.31497
N -0.22510 0.38242 5.07675
N 0.12719 1.95345 6.43546
H -0.59412 -0.17042 5.83720
H -0.03484 -0.07133 4.19471
H -0.27117 1.34746 7.13843
H 0.21436 2.92941 6.68040
C 0.58745 4.27151 -4.96513
O 0.42721 4.49087 -3.80103
N 1.11278 3.19342 -5.38410
N 0.21047 5.04292 -5.94330
H 1.34629 2.56320 -4.63018
H 0.95663 3.03738 -6.36968
H -0.37759 5.81125 -5.65357
H -0.00012 4.59211 -6.82224
C 6.83381 -0.23917 -1.34137
O 7.73054 -1.00181 -1.76756
N 5.93521 0.29469 -2.08374
N 6.51990 -0.07620 -0.11581
H 5.90900 0.17262 -3.08599
H 5.05247 0.41475 -1.60786
H 5.82808 0.64115 0.04821
H 7.16473 -0.42525 0.57880
C 0.42886 -3.91557 -5.86022
O 0.61347 -4.59048 -6.77128
N 1.06348 -2.84861 -5.51795
N -0.61377 -4.05418 -5.12914
H 0.69691 -2.24199 -4.79841
H 1.86208 -2.50518 -6.03215
H -0.52690 -3.26397 -4.50616
H -1.44966 -4.43422 -5.54984
C -4.97550 -0.55163 2.20480
O -6.15356 -0.67440 2.48231
N -4.04263 -1.31212 2.68028
N -4.58345 0.52338 1.61363
H -3.11764 -1.09644 2.33680
H -4.30640 -2.28474 2.74748
H -5.20851 1.23330 1.25949
H -3.60476 0.57967 1.37054
C -3.89890 1.61095 -3.78583
O -4.86325 1.81237 -4.53837
N -3.03103 0.67363 -4.01959
N -3.68720 2.26448 -2.71185
H -2.43652 0.42939 -3.24049
H -3.41178 0.00036 -4.66909
H -4.38895 2.87934 -2.32508
H -2.86204 2.04184 -2.17367
C -2.71812 5.95440 2.04966
O -2.02582 5.65267 1.11707
N -3.24278 7.15931 2.19772
N -3.15721 5.07302 2.89542
H -3.48063 7.30269 3.16879
H -2.94976 7.97856 1.68480
H -4.14448 4.86032 2.88404
H -2.73139 4.16542 2.77273
C 3.49595 -4.61213 -0.34082
O 4.48718 -5.32697 -0.32444
N 3.27404 -3.79879 0.64791
N 2.57049 -4.63952 -1.19310
H 2.60696 -3.04253 0.70419
H 3.65012 -3.91521 1.57803
H 1.79546 -4.07156 -0.88189
H 2.65467 -5.02778 -2.12169
```


ORCA calculation (wB97M-V/def2-TZVPD) on a structure of composition C25H35BF2HgN9SSi.

LUMO energy (spin up / spin down) = 4.76 / 4.75 eV
2S+1 = 2
HOMO energy (spin up / spin down) = 0.2 / -1.8 eV
Net charge = -2
Frontier orbital gap (spin up / spin down) = 4.5881 / 6.5202 eV
Maximum force = 0.0053 Eh/bohr
Relative energy (zero: lowest compared OMol25 entry of this formula, charge and spin) = 0.00 kJ/mol

The geometry in XYZ format:
```
75
C25H35BF2HgN9SSi | the Open Molecules 2025 dataset | wB97M-V/def2-TZVPD
Hg 0.00839 -0.56663 -0.26077
N 3.78773 1.85375 -1.76296
C 2.55932 1.24619 -1.44450
S 2.53695 0.31060 0.02083
N 1.60066 1.48418 -2.27555
N 0.36825 0.92412 -2.01480
C -0.54106 1.27279 -2.91188
C -1.82178 0.69952 -3.02913
C -2.70814 1.12876 -4.06439
C -3.91711 0.51733 -4.23238
C -4.28763 -0.53316 -3.36080
C -3.37959 -0.88044 -2.37169
N -2.19558 -0.31646 -2.18406
H 4.56386 1.28768 -1.45439
H 3.82968 2.06895 -2.75074
H -0.24973 2.02073 -3.64663
H -2.39229 1.92957 -4.72316
H -4.58289 0.83606 -5.02710
H -5.23747 -1.04374 -3.44638
H -3.62211 -1.68389 -1.67687
N 3.56996 -2.58234 1.67475
C 4.13962 -2.23076 2.97205
C 3.49967 -1.04490 3.70446
C 2.03098 -1.25482 4.07343
N 1.19676 -1.14455 2.88968
H 3.82109 -1.87074 0.99292
H 2.55655 -2.50043 1.73598
H 5.20688 -2.02622 2.83501
H 4.07997 -3.10780 3.62995
H 3.57630 -0.14465 3.08453
H 4.07588 -0.85574 4.61879
H 1.75738 -0.54839 4.87533
H 1.90449 -2.26069 4.49082
H 1.21999 -0.18651 2.55810
H 0.22393 -1.38017 3.04763
N 0.40996 0.50971 -7.65800
C 0.71710 0.01106 -6.66644
C 1.09315 -0.62627 -5.43554
C 0.15969 -1.28709 -4.64629
C 0.60675 -1.91672 -3.50241
C 1.95311 -1.82330 -3.17091
N 2.85975 -1.17997 -3.91549
C 2.42541 -0.60668 -5.03114
H -0.88568 -1.31193 -4.92659
H -0.09302 -2.42457 -2.85347
H 2.32008 -2.26773 -2.25174
H 3.16241 -0.09738 -5.64351
F -1.29192 -3.33664 -0.80431
B -0.69234 -2.56811 0.13581
F -0.61709 -3.21576 1.30860
C 0.97241 2.30693 3.19363
Si -0.44788 2.35063 1.93408
C -1.80176 3.40953 2.73876
C 0.19006 3.33404 0.47432
N -1.05965 0.84695 1.43244
C -2.03768 0.15802 2.08184
C -2.15079 0.07592 3.49397
C -3.15688 -0.65023 4.11246
C -4.10288 -1.34632 3.37011
C -4.01458 -1.28910 1.98010
C -3.02103 -0.56283 1.35295
H 1.24839 3.32440 3.49136
H 1.85389 1.84118 2.74327
H 0.70856 1.75194 4.09945
H -1.40938 4.39915 2.99381
H -2.20198 2.95564 3.64828
H -2.63356 3.54174 2.04139
H 0.45235 4.35138 0.78508
H -0.56767 3.39152 -0.31075
H 1.07685 2.87258 0.03942
H -1.41164 0.58855 4.10144
H -3.19316 -0.68117 5.19762
H -4.88118 -1.92154 3.85722
H -4.73957 -1.82106 1.37199
H -2.97753 -0.50365 0.27112
```


ORCA calculation (wB97M-V/def2-TZVPD) on a cluster of 2 separate species, C12H27NO5P in total.

LUMO energy = -3.32 eV
2S+1 = 1
HOMO energy = -12.3 eV
Net charge = +1
Frontier orbital gap = 8.9841 eV
Maximum force = 0.0107 Eh/bohr
Relative energy (zero: lowest compared OMol25 entry of this formula, charge and spin) = 217.73 kJ/mol

The geometry in XYZ format:
```
46
C12H27NO5P | the Open Molecules 2025 dataset | wB97M-V/def2-TZVPD
C -0.34407 0.74342 -2.81725
C -0.44673 -0.33768 -1.74998
O -1.76167 -0.41997 -1.22927
C -0.07836 -1.73254 -2.27224
O 0.83627 -2.46956 -1.45011
C 2.16627 -2.08301 -1.37558
O 2.39090 -0.96865 -2.19935
C 3.53714 -0.21562 -1.88107
C 3.33149 0.51594 -0.56149
N 2.63868 -0.37058 0.44821
C 2.57188 -1.84660 0.10096
P 1.50504 -2.86728 1.27166
C 0.01522 -1.82724 1.44038
O 2.25095 -2.46372 2.71273
H -0.62203 1.70978 -2.39073
H -1.03833 0.52823 -3.63105
H 0.67192 0.81536 -3.20976
H 0.24757 -0.07754 -0.93422
H -1.90283 0.32380 -0.62640
H 0.26549 -1.69509 -3.30684
H -0.98410 -2.33716 -2.25134
H 2.78936 -2.92029 -1.72479
H 3.62658 0.53869 -2.66272
H 4.45242 -0.81698 -1.90380
H 2.72415 1.40630 -0.71711
H 4.28262 0.83888 -0.13825
H 1.70072 -0.02143 0.65209
H 3.14661 -0.29383 1.32742
H 3.59048 -2.22475 0.23473
H -0.44919 -2.13511 2.38004
H -0.66572 -2.08361 0.62960
H 0.15351 -0.74317 1.46368
H 3.17879 -2.22032 2.65947
C -3.31817 2.00572 2.88700
C -4.33561 2.58406 1.90463
C -3.47557 2.83322 0.67531
O -2.45605 1.81846 0.69350
C -2.45481 1.15691 1.96572
H -3.76763 1.42411 3.68951
H -2.72603 2.80603 3.33466
H -5.10990 1.84716 1.68482
H -4.81938 3.49032 2.26304
H -2.99304 3.81353 0.71754
H -4.02627 2.75631 -0.26127
H -2.87546 0.15262 1.84498
H -1.42311 1.06288 2.31295
```


ORCA calculation (wB97M-V/def2-TZVPD) on the ion C4H11INS with charge +1.

LUMO energy (spin up / spin down) = -3.70 / -7.18 eV
2S+1 = 3
HOMO energy (spin up / spin down) = -10.0 / -12.7 eV
Net charge = +1
Frontier orbital gap (spin up / spin down) = 6.2770 / 5.5386 eV
Maximum force = 0.0897 Eh/bohr
Relative energy (zero: lowest compared OMol25 entry of this formula, charge and spin) = 95.94 kJ/mol

The geometry in XYZ format:
```
18
C4H11INS | the Open Molecules 2025 dataset | wB97M-V/def2-TZVPD
C 1.27757 0.92896 -1.18378
C -0.15646 0.47335 -1.16566
C -0.49510 -0.55140 1.47273
C -0.96072 0.63078 0.14940
N -0.31703 -1.92754 0.86384
S -0.91461 2.22656 1.05486
I -3.17420 -0.06709 -0.14284
H 1.91535 0.49803 -0.32409
H 1.87712 0.74907 -2.04396
H 1.22058 2.01431 -1.04421
H -0.66495 1.05579 -1.97908
H -0.12120 -0.59889 -1.62786
H -1.27088 -0.66302 2.23594
H 0.38637 -0.05255 1.92935
H 0.59938 -2.15478 0.41877
H -0.98446 -2.10322 0.08495
H -0.40449 -2.70350 1.63065
H 0.05070 2.68092 0.19768
```


ORCA calculation (wB97M-V/def2-TZVPD) on the molecule C2H4N2OS.

LUMO energy = -0.11 eV
2S+1 = 1
HOMO energy = -9.4 eV
Net charge = 0
Frontier orbital gap = 9.2651 eV
Maximum force = 0.0359 Eh/bohr
Relative energy (zero: lowest compared OMol25 entry of this formula, charge and spin) = 357.58 kJ/mol

The geometry in XYZ format:
```
10
C2H4N2OS | the Open Molecules 2025 dataset | wB97M-V/def2-TZVPD
H -2.35083 -1.41611 -0.24922
N -2.09914 -0.52600 0.15799
C -1.07288 -0.07788 -0.42385
N -0.42180 1.05206 0.00958
O 0.96312 0.98764 -0.26921
C 1.69915 -0.01223 0.24869
S 3.25490 -0.17671 -0.10022
H -0.55958 -0.50156 -1.27317
H -0.52165 1.31075 1.01431
H 1.10870 -0.63996 0.88510
```


ORCA calculation (wB97M-V/def2-TZVPD) on a structure of composition C17H26HfNO.

LUMO energy = -3.20 eV
2S+1 = 1
HOMO energy = -11.1 eV
Net charge = +1
Frontier orbital gap = 7.9102 eV
Maximum force = 0.0912 Eh/bohr

The geometry in XYZ format:
```
46
C17H26HfNO | the Open Molecules 2025 dataset | wB97M-V/def2-TZVPD
C -0.34769 0.61933 -3.04784
C 0.21450 2.06471 -3.18436
C 0.38045 -0.25269 -4.09117
C -1.83536 0.64898 -3.43700
H 0.12374 0.10238 -5.11907
H 0.09653 -1.31027 -4.05780
H 1.47124 -0.19293 -4.00681
H -0.32707 2.54996 -4.01549
H 1.29094 2.11616 -3.43956
H 0.03313 2.68689 -2.29799
H -1.96284 1.31780 -4.31292
H -2.48168 1.06700 -2.65592
H -2.23143 -0.33404 -3.73128
C 2.06596 0.00339 0.94486
C 1.99620 -0.80962 -0.21691
C 2.07776 0.05748 -1.36791
H 2.19954 -1.87473 -0.24488
C 2.12058 1.41484 -0.87561
C 2.07463 1.36203 0.54782
H 2.04882 2.21943 1.23304
H 2.27219 -0.38421 1.93988
H 2.35801 -0.29853 -2.36063
H 2.42601 2.27444 -1.47823
C -2.43212 -1.35630 0.38444
C -1.21235 -1.89440 0.86163
C -0.36394 -2.15396 -0.26187
H -1.01018 -2.21156 1.88408
C -1.08868 -1.79040 -1.46566
C -2.39014 -1.29121 -1.03514
H -3.24139 -1.11651 -1.68850
H -3.28667 -1.12578 1.01417
H 0.49566 -2.82229 -0.25616
H -0.81801 -2.15977 -2.45586
Hf -0.14343 0.20506 -0.84864
C 0.08417 0.11155 3.37341
N -1.01612 1.05050 3.13134
C -1.72245 1.56464 4.30872
C -1.38674 1.44859 1.92778
O -0.84330 0.99978 0.84808
H 0.12855 -0.04407 4.45119
H 1.03693 0.53968 3.04447
H -0.12303 -0.85135 2.89286
H -1.73762 2.66125 4.37677
H -2.75854 1.19172 4.37488
H -1.20994 1.19204 5.19603
H -2.15499 2.22229 1.86614
```


ORCA calculation (wB97M-V/def2-TZVPD) on a structure of composition C11H7BrCl2NORhS.

LUMO energy (spin up / spin down) = -10.33 / -10.32 eV
2S+1 = 1
HOMO energy (spin up / spin down) = -16.2 / -16.2 eV
Net charge = +2
Frontier orbital gap (spin up / spin down) = 5.8508 / 5.8632 eV
Maximum force = 0.0218 Eh/bohr
Relative energy (zero: lowest compared OMol25 entry of this formula, charge and spin) = 0.00 kJ/mol

The geometry in XYZ format:
```
25
C11H7BrCl2NORhS | the Open Molecules 2025 dataset | wB97M-V/def2-TZVPD
Rh -0.13328 0.56733 1.05316
Cl -1.99633 -0.34457 2.19573
C -2.54569 -1.58687 1.10967
C -3.61380 -2.35644 1.43651
C -4.00371 -3.34605 0.51265
C -3.34041 -3.54693 -0.68755
C -2.25236 -2.75975 -1.01427
Cl -1.44381 -3.00607 -2.48075
C -1.82078 -1.73678 -0.10141
S -0.51167 -0.76553 -0.46260
H -4.14796 -2.22123 2.36695
H -4.85405 -3.97170 0.75383
H -3.66554 -4.31590 -1.37443
O 4.64609 3.78488 -0.74912
C 3.61687 2.99935 -0.49899
C 3.15907 1.99517 -1.36293
C 2.07579 1.23951 -0.99444
N 1.43859 1.43550 0.17713
C 1.89587 2.39641 0.97766
Br 0.84621 2.48993 2.56235
C 2.95636 3.20775 0.72237
H 5.06655 3.60114 -1.60268
H 3.64517 1.80868 -2.31104
H 1.69712 0.45754 -1.63684
H 3.28572 3.97463 1.40906
```


ORCA calculation (wB97M-V/def2-TZVPD) on a structure of composition C11H10F9N5O3PdSe.

LUMO energy = 4.65 eV
2S+1 = 1
HOMO energy = -0.7 eV
Net charge = -2
Frontier orbital gap = 5.3711 eV
Maximum force = 0.0083 Eh/bohr
Relative energy (zero: lowest compared OMol25 entry of this formula, charge and spin) = 0.00 kJ/mol

The geometry in XYZ format:
```
40
C11H10F9N5O3PdSe | the Open Molecules 2025 dataset | wB97M-V/def2-TZVPD
Pd -0.63894 -2.58007 0.01913
N 0.69654 -0.15775 -1.28164
N 0.81337 0.41764 -0.00461
C 0.86506 -0.22716 1.13974
N 0.85663 0.55460 2.25429
N 0.82570 -1.59204 1.14428
N 1.40457 -2.22916 2.18480
O 1.16432 -3.41548 2.30627
O 2.16544 -1.63069 2.97591
H 0.08677 0.47516 -1.79440
H 0.14298 -1.04703 -1.14910
H 0.83938 1.43937 0.06621
H 0.88581 1.55655 2.09195
H 1.38003 0.17141 3.02530
Se 0.65989 3.82833 0.28506
C 2.31181 4.75117 0.07303
C 2.79216 5.11687 -1.19194
C 3.98509 5.80766 -1.34552
C 4.74788 6.16099 -0.23858
C 4.28887 5.80662 1.02435
C 3.09487 5.11713 1.17576
H 2.20843 4.84395 -2.06236
H 4.32484 6.07025 -2.34203
H 5.68173 6.69763 -0.35772
H 4.86833 6.06817 1.90362
H 2.74722 4.84866 2.16596
F -4.26020 -3.44145 -3.09930
C -3.97476 -4.44731 -2.25097
F -5.13512 -5.12393 -2.05912
F -3.15530 -5.27704 -2.90341
C -3.30630 -3.91401 -0.92815
O -2.05711 -3.58983 -1.18075
C -3.41920 -5.06602 0.14098
F -3.05137 -6.24745 -0.39844
F -4.66967 -5.24944 0.63547
F -2.62240 -4.84828 1.18057
C -4.17466 -2.70091 -0.42232
F -5.51551 -2.89939 -0.56721
F -3.97269 -2.45884 0.87906
F -3.88451 -1.58885 -1.09419
```